{
  "formula": "C5H10NS",
  "method": "wB97M-V/def2-TZVPD",
  "symbols": ["C", "C", "C", "C", "C", "N", "S", "H", "H", "H", "H", "H", "H", "H", "H", "H", "H"],
  "coordinates": [[-0.7235, 0.3119, 0.1050], [-2.0526, 0.4707, -0.2469], [-3.0260, -0.0308, 0.5597], [2.1469, -0.3035, 0.6916], [1.6306, 0.7477, -0.4561], [0.3234, 0.6148, -0.7503], [-4.6274, 0.0431, 0.1975], [-0.1993, 0.3406, 1.0296], [0.0759, 0.3081, -1.7284], [-2.3253, 0.8017, -1.2189], [-2.6924, -0.7745, 1.2575], [1.5233, -0.1199, 1.5707], [1.6721, -1.1772, 0.1824], [3.2746, -0.4419, 0.9819], [2.2800, 0.3654, -1.2996], [1.8489, 1.7826, -0.2719], [-5.0500, -0.5948, 1.3725]],
  "lowdin_charge": [0.008, -0.150, -0.530, -0.040, -0.258, -0.009, 0.964, 0.122, 0.195, 0.117, 0.097, 0.040, 0.080, 0.126, 0.146, 0.120, -0.027],
  "total_energy_ev": -17663.3677,
  "de_lowest_kcal_mol": 68.1,
  "lumo_energy_ev": -5.3,
  "orbital_gap_ev": 7.98,
  "homo_ev": -13.29,
  "charge": 1
}

=====

{
  "formula": "C16H20F3InNO4",
  "method": "wB97M-V/def2-TZVPD",
  "symbols": ["C", "C", "C", "C", "C", "C", "C", "F", "C", "F", "F", "C", "O", "O", "C", "N", "C", "C", "C", "O", "C", "O", "C", "C", "H", "H", "H", "H", "H", "H", "H", "H", "H", "H", "H", "H", "H", "H", "H", "H", "H", "H", "H", "H", "In"],
  "coordinates": [[-0.6136, 1.5976, 2.8757], [0.2400, 0.7454, 2.5566], [1.3679, -0.0490, 2.1647], [1.8358, 0.0249, 0.6529], [2.1626, 1.5023, 0.2123], [1.4095, 2.0644, -1.0402], [-0.0942, 2.2589, -0.9307], [-0.9218, 1.2741, -0.5695], [-0.7340, 3.3483, -1.6631], [-0.3412, 4.5481, -1.5884], [-1.7006, 3.1308, -2.4384], [3.2552, -0.6677, 0.8164], [4.1046, -0.2020, 1.5085], [3.2769, -1.7793, 0.1053], [2.3592, -1.5674, -1.0086], [2.2591, -2.6775, -1.8460], [1.0923, -0.9008, -0.3481], [0.1222, -1.9584, 0.2335], [-0.9934, -2.2899, -0.7679], [-1.4847, -1.0869, -1.3548], [-2.7802, -0.6740, -1.1160], [-3.3191, -0.0183, -1.9547], [-3.4090, -0.9678, 0.2287], [-3.9393, 0.3331, 0.8772], [-1.3461, 2.1376, 3.4698], [2.2060, 0.2364, 2.8171], [1.1236, -1.0951, 2.3992], [3.2300, 1.6300, 0.0033], [2.0425, 2.2208, 1.1020], [1.6064, 1.3679, -1.8653], [1.8329, 3.0293, -1.3380], [2.8166, -0.7657, -1.6051], [2.3218, -2.4534, -2.8280], [1.4939, -3.3141, -1.6784], [0.5974, -0.4315, -1.1954], [0.6789, -2.8783, 0.4456], [-0.3356, -1.6670, 1.1809], [-0.6333, -2.9252, -1.5781], [-1.7937, -2.8495, -0.2827], [-2.7328, -1.4888, 0.9039], [-4.2631, -1.6177, 0.0213], [-5.0221, 0.3225, 0.9706], [-3.5358, 0.4603, 1.8847], [-3.6830, 1.2160, 0.2873], [0.2415, 2.8765, 1.2802]],
  "lowdin_charge": [0.103, -0.014, -0.056, -0.216, -0.075, -0.100, -0.268, 0.102, -0.186, 0.337, 0.403, -0.446, 0.220, 0.160, -0.310, 0.178, -0.149, -0.077, -0.140, -0.043, -0.478, 0.162, -0.116, -0.057, 0.129, 0.175, 0.179, 0.171, 0.090, 0.166, 0.160, 0.167, 0.126, 0.100, 0.126, 0.150, 0.106, 0.137, 0.140, 0.097, 0.148, 0.096, 0.062, 0.064, 1.481],
  "total_energy_ev": -39883.3819,
  "lumo_energy_ev": -15.6,
  "orbital_gap_ev": 3.08,
  "homo_ev": -18.64,
  "charge": 3
}